1.
The following is a quantum chemistry calculation of a 8-piece molecular cluster, C29H62ClN3O11S2 overall at a distorted geometry, from the Open Molecules 2025 dataset.

Frontier orbital gap = 7.25 eV
E_HOMO = -8.6 eV
M = 728.41 g/mol
Strongest force on any atom = 1.4 eV/A
Electronic energy = -92259.1143 eV

Geometry as XYZ:
```
108
Properties=species:S:1:pos:R:3:forces:R:3
C 0.499036 4.069760 -2.090883 0.35 0.24 0.11
C 0.700109 2.589737 -1.821124 -0.63 -0.20 0.52
C -0.428319 1.711716 -2.420774 0.92 0.88 0.61
C -1.679597 1.786417 -1.533866 -0.76 0.17 -0.32
N -2.145642 0.504926 -0.965093 0.96 -0.91 -0.50
C -1.135198 -0.136569 -0.116124 0.11 0.20 1.14
C -1.511390 0.010797 1.372217 -0.42 0.33 -0.36
C -2.414111 -1.118111 1.855184 0.03 -0.17 -0.37
C -1.712241 -2.488509 2.110514 -0.31 0.08 0.07
C -0.226169 -2.435709 2.046789 0.74 -0.03 0.09
C 0.472095 -3.007948 0.981247 -0.56 0.35 0.43
N 1.791542 -2.958584 0.902136 0.00 0.04 -0.33
C 2.504903 -3.590984 -0.228297 0.92 -0.01 0.68
C 3.345965 -2.600180 -1.016677 -0.54 -0.11 -0.68
C 2.507203 -1.928704 -2.129886 0.72 -0.42 0.94
C 3.462030 -1.226822 -3.085377 -0.32 -0.05 0.23
O 2.916467 -1.033761 -4.402247 0.10 -0.25 0.48
C 1.702522 -0.437673 -4.378488 0.63 0.45 0.06
O 0.759576 -0.917145 -4.897830 -1.02 -0.42 -0.70
N 2.573805 -2.360306 1.792373 -0.66 -0.21 -0.03
C 1.942701 -1.823789 2.811278 0.34 0.10 0.22
Cl 2.979069 -1.066736 3.957692 0.05 0.12 -0.36
C 0.551410 -1.823969 3.031671 -0.12 -0.42 -0.47
C -0.079330 -1.172839 4.254212 0.05 1.22 0.26
O -0.683405 -1.924791 5.010463 -0.17 -0.57 0.15
O 0.096517 0.062280 4.276522 0.01 -0.41 -0.15
C -2.753097 -0.335651 -1.905138 -0.80 0.10 -0.04
S -4.343885 -0.169126 -2.254071 0.03 0.23 -0.23
S -1.723916 -1.529585 -2.681427 0.14 0.01 0.37
C -2.782179 -2.479478 -3.772534 0.15 -0.31 -0.47
C -2.407243 -3.959142 -3.743140 -0.67 0.07 0.24
C -2.795566 -4.618365 -2.415556 0.27 -0.15 -0.16
H 0.878049 4.383748 -3.057687 -0.17 -0.08 -0.24
H 1.040518 4.661211 -1.355440 0.07 0.02 0.08
H -0.547772 4.352093 -1.994491 -0.13 -0.03 -0.07
H 0.643118 2.462041 -0.736749 0.21 -0.12 0.11
H 1.694378 2.247650 -2.109240 0.08 0.06 -0.25
H -0.034838 0.702122 -2.499168 -0.35 -0.25 -0.21
H -0.654544 2.126523 -3.399685 -0.12 -0.41 -0.29
H -1.538292 2.478925 -0.706383 0.14 -0.01 0.16
H -2.507310 2.181045 -2.118787 -0.13 0.00 0.02
H -1.072786 -1.199738 -0.330782 0.12 -0.03 -0.23
H -0.147441 0.310458 -0.236642 0.08 -0.02 -0.39
H -2.087235 0.931483 1.456008 0.05 0.17 0.06
H -0.630532 0.161012 1.988257 0.05 -0.08 0.16
H -2.997294 -0.809357 2.716142 0.19 -0.03 0.29
H -3.144844 -1.298290 1.065118 -0.15 0.09 -0.03
H -1.983012 -2.849036 3.101040 0.04 0.00 0.10
H -2.078186 -3.221384 1.393140 0.06 -0.07 -0.10
H -0.059788 -3.499560 0.180648 0.12 -0.11 -0.14
H 1.797475 -4.126065 -0.849298 -0.27 0.11 -0.06
H 3.155336 -4.335454 0.227336 0.02 -0.05 0.07
H 4.139163 -3.178633 -1.486300 0.10 -0.04 -0.06
H 3.811044 -1.867452 -0.364078 0.04 0.00 0.19
H 1.817658 -1.250786 -1.623285 -0.29 0.17 -0.38
H 1.956277 -2.736712 -2.603661 -0.16 0.15 -0.43
H 3.775203 -0.291116 -2.617871 0.13 0.22 -0.28
H 4.319657 -1.875685 -3.215485 0.19 0.09 -0.25
H 1.677246 0.543200 -3.889767 0.15 0.12 0.27
H -3.831836 -2.380294 -3.516938 -0.02 0.28 0.32
H -2.665264 -2.078487 -4.777863 0.07 0.09 -0.06
H -1.358481 -4.114755 -3.980619 0.11 -0.06 -0.10
H -3.015424 -4.416019 -4.523039 0.18 -0.09 -0.24
H -3.089149 -5.654489 -2.566996 0.06 -0.12 -0.01
H -3.645342 -4.113389 -1.962648 -0.03 0.11 0.11
H -1.961572 -4.620461 -1.717120 -0.03 0.10 0.20
C -2.613354 -0.298274 7.398539 0.11 0.11 -0.09
O -2.048072 0.983228 7.671151 -0.06 0.05 0.15
H -3.568472 -0.363067 7.915953 0.01 0.09 0.05
H -2.772854 -0.421419 6.326635 0.00 -0.13 0.01
H -1.958018 -1.095142 7.753309 -0.05 -0.07 -0.05
H -1.209602 1.027157 7.200720 -0.02 0.04 -0.10
C 2.536749 5.818879 -5.646615 0.05 0.12 0.19
O 2.456958 5.766249 -4.224838 0.05 0.00 -0.19
H 2.124950 4.889708 -6.031611 -0.02 -0.02 0.02
H 1.955189 6.654789 -6.043096 -0.01 -0.03 -0.07
H 3.573493 5.912483 -5.980103 -0.02 -0.03 -0.07
H 2.819519 6.586777 -3.881282 -0.01 -0.01 0.07
C 3.140324 -1.880083 7.937474 -0.06 0.01 -0.20
O 3.248363 -2.633416 6.736885 0.11 0.06 0.06
H 3.258896 -2.568799 8.770484 0.01 -0.03 -0.01
H 3.922207 -1.117031 7.999115 -0.02 0.01 0.07
H 2.160418 -1.401143 8.013285 0.02 0.02 0.07
H 3.142470 -2.025303 5.996051 -0.08 -0.24 0.23
C -4.068575 2.407038 -5.266962 0.10 -0.25 0.10
O -2.754273 2.049361 -4.848766 -0.07 0.11 -0.07
H -4.094259 3.482489 -5.422202 0.08 0.02 0.01
H -4.323878 1.906686 -6.204865 -0.09 0.06 -0.01
H -4.801585 2.140469 -4.500794 -0.07 0.04 -0.05
H -2.750088 1.096748 -4.710925 0.06 -0.02 0.08
C 0.963726 6.478887 0.982600 -0.07 -0.14 0.19
O 0.493717 5.159503 1.236932 0.06 0.11 -0.08
H 1.097347 6.578237 -0.091733 -0.01 -0.02 -0.02
H 0.240519 7.226577 1.318146 0.03 0.06 -0.04
H 1.922555 6.658290 1.476464 0.01 0.06 -0.04
H 0.373462 5.070114 2.186240 -0.03 -0.09 0.01
C -4.081153 4.335135 8.324985 0.19 -0.16 0.00
O -2.688823 4.091774 8.445803 -0.12 0.02 0.08
H -4.224952 5.411871 8.266316 0.01 0.02 0.00
H -4.484961 3.874916 7.418335 -0.07 0.03 0.01
H -4.627809 3.954247 9.193019 -0.07 0.04 -0.02
H -2.566700 3.136310 8.492854 0.12 -0.09 -0.15
C 5.108876 -5.140282 -4.417720 -0.18 0.07 -0.08
O 3.858682 -4.648924 -3.936579 0.07 0.01 0.09
H 5.756760 -5.288736 -3.557726 -0.01 0.00 0.03
H 4.982609 -6.093946 -4.934651 0.07 -0.02 0.01
H 5.576928 -4.422798 -5.095808 0.06 -0.03 0.01
H 3.284872 -4.515064 -4.696450 -0.04 0.07 0.02
```
Forces are in eV/Å.

2.
The following is a quantum chemistry calculation of a 11-piece molecular cluster, C29H63N5O16 overall at a distorted geometry, from the Open Molecules 2025 dataset.

Frontier orbital gap = 9.48 eV
E_HOMO = -9.3 eV
SMILES = C[N+](=O)[O-].C[N+](=O)[O-].C[N+](=O)[O-].C[N+](=O)[O-].C[N+](=O)[O-].C1CCOC1.C1CCOC1.C1CCOC1.C1CCOC1.C1CCOC1.C1CCOC1
M = 737.84 g/mol
Strongest force on any atom = 2.9 eV/A
Electronic energy = -71287.1022 eV

Geometry as XYZ:
```
113
Properties=species:S:1:pos:R:3:forces:R:3
C -5.654167 0.339514 -0.540476 -0.74 1.17 -0.63
N -4.872625 1.188866 0.387363 -0.84 -0.81 -0.55
O -4.674286 2.320500 0.007877 0.67 0.57 0.63
O -4.562923 0.676609 1.443651 0.37 0.81 -0.07
H -6.635590 0.806436 -0.725927 0.56 0.01 0.18
H -5.762408 -0.560587 -0.049554 -0.33 -1.97 0.88
H -5.150318 0.207432 -1.479224 0.48 0.25 -0.30
C -3.024055 3.695799 -2.461063 -1.50 0.61 0.73
N -3.650148 2.375480 -2.642938 -2.29 -0.30 -0.53
O -4.812357 2.266536 -3.052082 1.17 0.80 0.26
O -2.980820 1.420899 -2.368620 0.96 -1.02 0.32
H -2.080604 3.456118 -2.039867 1.01 0.32 0.22
H -3.655401 4.311071 -1.767020 0.51 -0.76 -0.64
H -3.015341 4.159740 -3.429567 0.25 0.26 -0.36
C 0.055611 -1.405391 5.094115 1.17 0.70 2.53
N 0.523697 0.014270 4.905375 -0.23 -0.60 -0.44
O 0.857853 0.287119 3.778842 0.45 0.39 -0.91
O 0.485413 0.805803 5.814822 -0.05 -0.09 0.53
H 0.321997 -1.633542 6.182549 -0.70 0.02 -1.63
H 0.543771 -2.041872 4.384424 0.25 -0.17 -0.29
H -0.989136 -1.348945 4.898814 -0.87 -0.25 0.07
C -1.423386 -4.665378 1.014068 -1.05 0.71 -0.44
N -1.150103 -3.842418 2.228967 -1.64 0.68 -1.61
O -2.007351 -3.008592 2.534848 0.94 -0.84 0.23
O -0.057807 -3.951967 2.691886 1.20 0.06 1.38
H -0.984532 -4.097039 0.176055 -0.38 -0.17 0.40
H -2.516945 -4.733497 0.914564 0.66 0.06 -0.12
H -0.949701 -5.624753 1.063825 0.28 -0.36 0.35
C -0.901573 0.532108 0.255976 2.22 0.99 1.36
N -1.264463 -0.767729 -0.220252 -1.49 -0.73 -1.06
O -0.430717 -1.538714 -0.660104 0.75 0.11 0.34
O -2.452296 -1.008856 -0.262413 -0.48 -0.23 0.20
H -0.429578 1.080035 -0.540190 0.11 0.14 -0.51
H -0.096793 0.403067 1.022508 -0.76 0.09 -0.41
H -1.714537 1.133951 0.623637 -0.40 -0.46 -0.03
C 2.494773 2.146158 -1.303399 -0.25 -0.07 -1.71
C 2.108707 2.175322 -2.826105 -0.47 0.01 1.86
C 0.616998 2.248330 -2.714663 -2.25 0.14 -0.63
O 0.294198 3.005037 -1.522736 0.01 -1.14 -0.33
C 1.490099 3.184202 -0.792575 0.91 1.81 0.81
H 3.555073 2.404679 -1.400635 -0.16 0.03 1.33
H 2.309217 1.107901 -0.947111 0.30 0.77 0.18
H 2.541986 1.352743 -3.324073 0.06 -1.08 -0.71
H 2.507344 3.064581 -3.280580 0.08 0.55 -0.15
H -0.005953 1.299292 -2.688215 1.17 0.62 -0.03
H 0.176277 2.855521 -3.502754 -0.02 -0.17 -0.49
H 1.246415 3.224981 0.291779 0.33 -0.52 -0.82
H 1.827224 4.229624 -1.077867 0.25 -0.98 0.49
C 2.153119 -1.358878 -4.354589 1.27 -1.00 0.39
C 1.131138 -2.499463 -4.354138 -0.50 -0.77 -0.14
C 1.980093 -3.759744 -4.215014 0.48 0.91 0.19
O 3.173641 -3.506995 -4.974920 -0.46 0.97 0.40
C 3.522983 -2.163602 -4.525863 -1.17 -0.35 0.66
H 2.265721 -0.798301 -3.409998 -0.56 -0.31 -0.32
H 1.984740 -0.656529 -5.150357 0.00 0.29 -0.39
H 0.558356 -2.629138 -5.306696 0.39 0.65 0.75
H 0.449212 -2.504911 -3.501373 -0.24 0.40 -0.20
H 1.433705 -4.634799 -4.486772 0.04 -0.74 -0.83
H 2.228893 -3.904568 -3.167154 0.37 0.04 0.42
H 4.176705 -1.644984 -5.228111 0.24 -0.53 0.14
H 3.947882 -2.296890 -3.492285 0.09 0.40 -0.99
C 4.492259 2.136882 3.216213 0.68 -0.02 1.15
C 3.797508 3.302841 3.922222 0.95 0.74 0.08
C 2.904953 3.829694 2.799493 -1.96 -0.44 0.90
O 3.373600 3.257556 1.609156 -1.24 1.08 -1.20
C 4.574242 2.608651 1.783789 0.71 -0.59 -0.36
H 3.789619 1.298482 3.442808 1.07 0.03 -0.84
H 5.505665 2.038020 3.632511 -0.44 -0.69 0.04
H 4.535491 4.055505 4.298265 -0.59 -0.40 -0.50
H 3.292707 2.914573 4.791512 -0.50 0.15 0.22
H 2.878305 4.903553 2.726561 0.26 0.61 -0.03
H 1.813036 3.515526 2.924396 1.27 0.19 -0.08
H 5.463628 3.286726 1.580619 -0.76 -0.65 0.41
H 4.549162 1.820771 1.020434 0.49 -0.08 0.26
C -4.128054 -3.259391 -2.330218 0.08 -1.58 -0.34
C -4.961523 -4.554747 -2.180295 1.84 -1.06 -0.52
C -3.884855 -5.602986 -1.639075 -0.44 0.31 -0.51
O -2.633837 -4.953554 -1.568189 0.42 1.26 0.20
C -2.675053 -3.746987 -2.358123 -0.45 0.47 0.75
H -4.338613 -2.670279 -1.496261 -0.01 1.22 1.43
H -4.362262 -2.701379 -3.217096 -0.16 0.25 -0.46
H -5.327102 -4.949221 -3.119584 0.18 0.08 -0.51
H -5.853205 -4.454957 -1.617902 -0.56 0.23 1.12
H -3.782852 -6.444164 -2.320977 -0.20 -0.08 -0.44
H -4.031197 -6.075904 -0.675669 -0.54 0.28 0.44
H -2.491885 -4.045686 -3.351972 0.59 -0.26 -1.53
H -1.921184 -2.957833 -2.068236 -0.78 -1.19 0.18
C -2.422851 3.839109 3.091803 0.16 0.14 -0.51
C -1.562931 5.059053 2.661490 -0.25 -0.54 -0.32
C -0.946539 4.544508 1.363837 -0.22 -0.94 -0.74
O -0.814881 3.132760 1.521535 -0.10 -0.66 0.11
C -1.496859 2.687031 2.705449 1.48 1.56 0.57
H -3.279973 3.816599 2.418578 -0.41 -0.08 0.38
H -2.689117 3.823820 4.162265 -0.08 0.06 -0.59
H -0.756649 5.185167 3.399759 -0.30 0.42 -0.22
H -2.138022 5.970775 2.446398 0.23 -0.18 0.57
H 0.055900 4.910683 1.187120 0.19 0.48 -0.13
H -1.537675 4.618862 0.415043 0.15 0.78 0.87
H -0.704804 2.646361 3.477994 -0.43 -0.61 0.02
H -1.912471 1.721871 2.490432 -0.48 -0.34 0.26
C 4.102275 -1.357041 0.354659 0.87 0.56 -0.10
C 2.895109 -1.041083 1.244206 -1.75 -0.83 -1.11
C 2.672417 -2.406234 2.021669 1.54 1.18 -0.17
O 3.812456 -3.204434 1.732972 0.29 0.06 -0.55
C 4.128274 -2.851428 0.385097 0.17 -0.36 1.10
H 5.026663 -0.963379 0.807595 -0.23 -0.05 -0.25
H 4.064233 -1.060856 -0.711614 -0.22 0.41 0.62
H 1.998597 -0.887816 0.567282 0.82 -0.01 0.84
H 2.982783 -0.167494 1.882269 0.16 -0.05 0.06
H 1.816076 -2.942074 1.705166 -1.12 -0.24 -0.39
H 2.672371 -2.289519 3.085432 -0.27 0.20 0.68
H 3.352085 -3.204261 -0.254082 -0.82 -0.58 -0.76
H 5.048053 -3.324314 0.104601 0.60 -0.16 -0.07
```
Forces are in eV/Å.